# 1
Here is a cluster of 2 separate species, C25H28Br2N in total from the Open Molecules 2025 dataset. Energies are from ωB97M-V/def2-TZVPD.

```
56
Properties=species:S:1:pos:R:3
C -0.733 -0.193 3.883
C -1.598 1.067 3.870
C -2.540 1.172 2.655
C -1.985 0.566 1.392
N -2.714 0.739 0.260
C -3.960 1.470 0.216
C -4.408 1.441 -1.253
C -3.303 0.735 -2.053
C -2.224 0.332 -1.045
C -0.762 -0.087 1.360
C 0.059 -0.359 2.566
H -0.032 -0.146 4.723
H -1.368 -1.075 4.036
H -2.186 1.129 4.792
H -0.934 1.941 3.843
H -3.496 0.680 2.900
H -2.759 2.243 2.500
H -4.716 1.017 0.874
H -3.825 2.512 0.550
H -5.357 0.906 -1.348
H -4.556 2.464 -1.613
H -3.682 -0.148 -2.570
H -2.873 1.404 -2.800
H -1.279 0.838 -1.299
H -2.016 -0.748 -1.087
H -0.357 -0.082 0.359
H 0.922 0.323 2.605
H 0.487 -1.369 2.525
Br 4.861 -6.454 -0.011
C 3.775 -4.936 0.249
C 2.466 -5.093 0.745
C 1.655 -3.973 0.914
C 2.093 -2.678 0.512
C 1.144 -1.618 0.273
C 1.601 -0.434 -0.369
C 1.040 0.034 -1.542
C 1.456 1.249 -2.197
C 0.591 1.934 -3.091
C 0.946 3.168 -3.633
C 2.207 3.717 -3.332
Br 2.684 5.406 -4.037
C 3.110 3.031 -2.502
C 2.733 1.813 -1.937
C 3.472 -2.534 0.168
C 4.286 -3.652 -0.017
H 2.095 -6.090 0.983
H 0.639 -4.094 1.293
H 0.100 -1.963 0.223
H 2.403 0.125 0.126
H 0.257 -0.561 -2.033
H -0.374 1.485 -3.339
H 0.255 3.708 -4.277
H 4.090 3.454 -2.292
H 3.432 1.270 -1.297
H 3.873 -1.542 -0.044
H 5.309 -3.544 -0.375
```

Summary:
Net charge: +1
Calculated total energy: -6171.877257 a.u.
Frontier orbital gap: 0.151 hartree
LUMO energy: -5.640 eV
ΔE to the lowest compared entry with this formula, charge and spin: 1.1538 eV
Strongest force on any atom: 3.465 eV Å⁻¹

Per-atom Mulliken charges, elementary charge units: -1.019, -0.966, -0.852, 0.342, -0.045, -0.681, -0.573, -0.602, 0.135, 1.204, -0.370, 0.406, 0.348, 0.397, 0.336, 0.382, 0.365, 0.312, 0.299, 0.234, 0.310, 0.362, 0.163, -0.242, 0.158, -0.747, 0.310, 0.117, -0.091, 0.166, -0.715, -0.348, 0.491, -0.842, -0.465, -0.128, 0.338, -0.119, -0.708, 0.073, -0.136, -0.723, -0.299, -0.154, -0.697, 0.417, 0.420, 0.633, 0.602, 0.722, 0.417, 0.429, 0.434, 0.381, 0.389, 0.427

# 2
Here is a structure of composition C25H28BrCaN11OPS from the Open Molecules 2025 dataset. Energies are from ωB97M-V/def2-TZVPD.

```
69
Properties=species:S:1:pos:R:3
Ca 0.107 0.227 -0.099
C -0.247 2.570 -4.041
C -0.196 1.517 -2.983
N 0.217 1.764 -1.794
N 0.532 3.056 -1.479
C 1.483 3.169 -0.554
N 1.567 4.424 -0.025
S 2.623 1.968 -0.053
C -0.548 0.081 -3.257
C -0.921 -0.360 -4.518
C -1.153 -1.712 -4.726
C -1.010 -2.601 -3.676
C -0.657 -2.084 -2.441
N -0.446 -0.785 -2.228
H 0.581 3.259 -3.897
H -1.165 3.159 -3.953
H -0.199 2.157 -5.046
H 1.045 5.143 -0.500
H 2.448 4.679 0.387
H -1.026 0.341 -5.333
H -1.434 -2.066 -5.711
H -1.166 -3.663 -3.803
H -0.541 -2.730 -1.576
C 4.895 -1.115 1.656
N 3.819 -1.303 0.684
C 3.988 -1.335 -0.676
C 2.741 -1.417 -1.209
N 1.805 -1.424 -0.201
C 2.487 -1.350 0.934
P 1.769 -1.425 2.625
C 0.099 -2.029 2.204
N -0.738 -1.514 1.316
C -1.881 -2.268 1.380
C -1.729 -3.249 2.315
N -0.471 -3.091 2.833
C 0.126 -3.923 3.882
C 1.358 0.328 2.927
N 0.537 1.066 2.197
C 0.538 2.309 2.769
C 1.365 2.321 3.851
N 1.884 1.059 3.948
C 2.872 0.635 4.941
H 5.738 -1.743 1.384
H 5.204 -0.072 1.679
H 4.545 -1.411 2.642
H 4.964 -1.283 -1.129
H 2.457 -1.444 -2.248
H -2.735 -2.049 0.759
H -2.394 -4.023 2.660
H -0.584 -4.701 4.142
H 1.043 -4.386 3.528
H 0.338 -3.328 4.767
H -0.013 3.136 2.351
H 1.634 3.103 4.541
H 2.775 1.270 5.816
H 2.694 -0.394 5.236
H 3.880 0.729 4.545
O -6.530 2.052 -2.173
C -5.387 1.457 -1.779
C -4.915 0.265 -2.320
C -3.727 -0.240 -1.840
N -2.993 0.339 -0.874
C -3.489 1.462 -0.388
Br -2.456 2.272 0.973
C -4.656 2.081 -0.783
H -6.958 1.533 -2.865
H -5.458 -0.254 -3.101
H -3.335 -1.163 -2.252
H -4.995 3.008 -0.343
```

Summary:
Net charge: +1
Calculated total energy: -5638.190497 a.u.
Frontier orbital gap: 0.266 hartree
LUMO energy: -2.139 eV
ΔE to the lowest compared entry with this formula, charge and spin: 0.7609 eV
Strongest force on any atom: 0.882 eV Å⁻¹

Per-atom Mulliken charges, elementary charge units: 1.852, -1.712, 0.371, 1.079, -1.721, 0.212, -0.363, -0.279, 0.488, -0.992, -0.658, -0.912, -0.730, 0.861, 0.419, 0.240, 0.485, 0.258, 0.257, 0.394, 0.457, 0.450, 0.403, -0.908, 0.224, -0.770, -0.621, -0.302, 0.399, -0.440, -0.217, 0.391, -0.806, -0.544, 0.119, -0.832, 0.093, 0.524, -0.587, -0.842, 0.208, -0.873, 0.386, 0.307, 0.338, 0.490, 0.481, 0.470, 0.420, 0.320, 0.335, 0.311, 0.390, 0.459, 0.340, 0.358, 0.288, -0.532, 0.857, -0.696, -0.572, 0.107, 0.240, -0.049, -0.672, 0.303, 0.334, 0.412, 0.502

# 3
Here is a structure of composition C25H28BrCdN6OS from the Open Molecules 2025 dataset. Energies are from ωB97M-V/def2-TZVPD.

```
63
Properties=species:S:1:pos:R:3
Cd 0.129 -0.391 0.686
Br -6.832 -2.160 -1.450
C -5.127 -1.937 -0.628
C -4.586 -2.987 0.127
C -3.381 -2.826 0.747
C -2.619 -1.621 0.641
O -1.528 -1.521 1.297
C -3.182 -0.572 -0.172
C -2.587 0.702 -0.322
N -1.362 1.006 -0.003
C -0.920 2.318 0.021
C -1.487 3.358 -0.697
C -1.045 4.674 -0.537
C 0.001 4.968 0.298
C 0.664 3.932 0.990
C 1.795 4.165 1.799
C 2.382 3.115 2.453
C 1.815 1.838 2.325
N 0.773 1.582 1.567
C 0.193 2.595 0.880
C -4.451 -0.760 -0.769
H -5.136 -3.910 0.220
H -2.955 -3.621 1.343
H -3.261 1.485 -0.690
H -2.282 3.164 -1.402
H -1.549 5.461 -1.073
H 0.333 5.984 0.441
H 2.186 5.170 1.872
H 3.260 3.257 3.064
H 2.244 0.997 2.861
H -4.875 0.035 -1.367
C 1.951 2.412 -4.313
N 2.520 2.004 -3.043
C 2.720 3.108 -2.128
C 2.444 0.750 -2.551
S 2.433 0.522 -0.873
N 2.448 -0.322 -3.368
C 3.068 -0.351 -4.676
C 2.177 -1.632 -2.817
H 1.171 3.155 -4.128
H 1.491 1.575 -4.825
H 2.711 2.866 -4.953
H 3.108 3.959 -2.683
H 3.430 2.829 -1.354
H 1.784 3.397 -1.640
H 3.586 0.582 -4.880
H 2.327 -0.546 -5.455
H 3.806 -1.156 -4.696
H 1.361 -1.569 -2.090
H 3.058 -2.042 -2.312
H 1.893 -2.301 -3.628
C 3.334 -2.269 1.438
C 2.174 -2.955 0.822
N 1.040 -2.408 0.433
C 0.297 -3.406 -0.137
C 1.001 -4.569 -0.096
N 2.187 -4.267 0.508
H 3.046 -1.281 1.792
H 4.122 -2.153 0.692
H 3.729 -2.848 2.268
H -0.684 -3.231 -0.530
H 0.756 -5.548 -0.444
H 2.941 -4.910 0.700
```

Summary:
Net charge: +1
Calculated total energy: -4513.036735 a.u.
Frontier orbital gap: 0.245 hartree
LUMO energy: -3.131 eV
ΔE to the lowest compared entry with this formula, charge and spin: 0.3677 eV
Strongest force on any atom: 1.288 eV Å⁻¹

Per-atom Mulliken charges, elementary charge units: 0.834, -0.196, -0.165, -0.431, -0.237, 0.501, -1.000, -0.401, 0.377, 0.192, 0.674, -0.517, -1.011, -0.830, 1.182, -0.763, -0.814, -0.349, -0.578, 0.617, -0.813, 0.435, 0.465, 0.312, 0.418, 0.426, 0.424, 0.458, 0.436, 0.474, 0.444, -1.178, 0.094, -1.183, 0.222, -0.173, 0.119, -1.223, -0.947, 0.386, 0.419, 0.321, 0.417, 0.362, 0.415, 0.412, 0.332, 0.421, 0.098, 0.318, 0.492, -0.967, 0.474, 0.221, -0.355, -0.809, -0.047, -0.061, 0.265, 0.469, 0.496, 0.436, 0.187